(1)
CaHg4O16P4 as an isolated structure, computed with ωB97M-V/def2-TZVPD.

E ... -105059.052 eV
F_max ... 5.40 eV Å⁻¹
Orbital gap ... 1.86 eV
HOMO energy ... -2.013 eV
Total charge ... -2

```
25
Properties=species:S:1:pos:R:3:forces:R:3:mulliken_charge:R:1
Hg 2.10433 1.33010 1.58285 1.0 1.7 3.2 1.387
Hg -1.20575 0.35363 1.76594 -0.3 -0.2 2.4 1.408
Hg -1.58204 -0.71731 -2.49226 0.8 -1.2 -0.1 1.382
Hg 1.58596 -2.58945 -2.98419 0.4 -0.8 -0.5 0.633
Ca -0.60237 2.89289 -0.88306 0.9 1.8 2.7 1.310
P -1.44689 -3.23145 -4.45934 -0.5 -4.6 -1.6 0.560
O -1.87862 -4.52926 -3.67370 1.2 1.1 -0.8 -0.561
O -0.45626 -3.44157 -5.62050 -1.0 0.4 1.5 -0.664
O -0.67329 -2.32808 -3.41736 0.2 2.2 1.4 -0.448
O -2.79836 -2.65510 -4.73896 -0.7 1.8 -0.3 -0.612
P 0.13836 3.70405 1.92665 0.1 4.7 2.6 0.646
O 1.67809 3.43148 2.03539 0.5 -1.1 0.0 -0.854
O -0.53250 4.30269 3.13931 0.7 -0.9 -0.2 -0.766
O -0.52218 2.38191 1.52509 -1.7 -1.9 -2.6 -0.554
O -0.02716 4.72393 0.76352 -0.7 -1.6 -2.7 -0.898
P 0.74120 -1.12711 3.69727 1.5 0.5 -1.5 0.850
O 1.90157 -0.09742 3.23826 -0.4 -0.9 -0.4 -0.758
O 1.18051 -1.52740 5.05703 -0.2 -0.3 1.5 -0.675
O 0.46323 -2.35452 2.84217 0.5 0.2 -0.5 -0.602
O -0.58329 -0.27804 3.66581 -1.4 0.6 0.2 -0.776
P 0.58217 0.29964 -0.67163 2.8 0.6 -0.1 1.072
O 1.30192 1.77509 -0.58089 -1.6 -2.5 -3.5 -0.933
O -0.97810 0.56882 -0.86833 -2.0 1.0 -1.3 -1.190
O 0.69329 -0.03780 0.77883 -0.3 -3.2 -0.2 -0.452
O 0.91618 -0.84968 -1.62789 -0.1 2.4 0.7 -0.506
```
Forces are in eV/Å.


(2)
CaHg6O24P6 as an isolated structure, computed with ωB97M-V/def2-TZVPD.

E ... -148363.385 eV
F_max ... 6.65 eV Å⁻¹
Orbital gap ... 2.43 eV
ΔE to the lowest compared entry with this formula, charge and spin ... 0.0 kcal/mol
HOMO energy ... 2.193 eV
Total charge ... -4

```
37
Properties=species:S:1:pos:R:3:forces:R:3:mulliken_charge:R:1
Hg 12.56025 -24.42352 4.78659 1.0 -1.9 -1.8 1.453
Hg 9.57699 -25.64212 2.52011 1.2 -2.0 -2.0 1.621
Hg 8.90575 -24.51642 6.01544 -0.5 -1.4 0.5 0.483
Hg 6.24003 -24.02302 3.90506 -2.2 -1.3 1.2 1.266
Hg 10.19675 -22.51519 -0.00206 -0.2 -1.6 -0.8 1.024
Hg 11.78969 -20.79741 3.22974 0.9 -1.0 0.6 1.172
Ca 7.97947 -20.86026 5.31486 -0.7 -0.7 -0.1 1.305
P 7.41964 -26.73365 3.97308 -2.8 -6.0 -0.1 0.048
O 5.97716 -26.62174 4.54168 1.2 0.8 -0.4 -0.736
O 8.39513 -27.75038 4.52646 -0.4 0.1 1.3 -0.696
O 8.10262 -25.37782 4.16250 0.7 4.1 0.9 0.138
O 7.39248 -26.91202 2.45519 0.6 1.3 -1.2 -0.582
P 12.42007 -26.29351 2.49877 1.3 -0.4 -1.8 0.657
O 11.50658 -26.54184 3.77792 0.7 0.4 1.0 -0.727
O 11.59438 -25.24040 1.69362 -2.3 1.2 -0.1 -0.440
O 12.59038 -27.42599 1.49754 0.1 -0.5 1.3 -0.775
O 13.74548 -25.61664 2.90537 -0.5 -0.2 1.4 -0.677
P 5.28366 -22.64112 6.36149 -1.4 -2.5 -0.9 0.704
O 4.60636 -22.89115 5.01478 -1.6 0.0 -4.4 -0.794
O 6.12175 -23.98223 6.26005 3.1 0.9 2.1 -0.562
O 4.22182 -22.73196 7.41434 1.0 1.5 1.0 -0.764
O 6.02912 -21.28901 6.00289 1.6 0.6 1.7 -0.796
P 14.15212 -22.26758 3.78620 3.8 0.1 -4.6 0.816
O 15.22192 -22.17482 2.70209 -0.5 0.3 1.2 -0.780
O 14.60597 -23.13682 4.94379 -1.1 -0.2 2.2 -0.749
O 12.83878 -22.85900 3.23973 -1.9 0.5 -0.4 -0.580
O 13.71247 -20.72645 4.01767 -0.7 1.3 1.0 -0.768
P 8.37703 -23.84176 -1.88224 1.2 -0.4 -3.6 0.983
O 8.40087 -23.14373 -3.29478 0.3 -0.3 1.9 -0.797
O 7.33838 -24.92770 -1.96040 -0.3 -0.2 0.6 -0.673
O 8.18454 -22.83522 -0.72207 -1.4 1.8 1.4 -0.695
O 9.80355 -24.42732 -1.46836 0.2 0.6 0.1 -0.700
P 9.38738 -22.83490 3.59418 4.2 -2.9 -1.4 0.364
O 8.19442 -22.93424 4.54649 -1.3 2.6 -0.4 -0.644
O 9.36573 -23.25165 2.13742 -1.5 2.0 0.9 -0.248
O 10.39144 -23.93592 4.18632 -1.1 2.4 1.5 -0.705
O 9.82619 -21.33077 3.84669 -0.6 0.8 0.0 -1.143
```
Forces are in eV/Å.


- Look up the F_max of the first one.
  5.40 eV Å⁻¹


- What is the orbital gap in the second record?
  2.43 eV